(1)
Below is a molecular structure, C11H19AlFO4 in a non-equilibrium geometry, with properties calculated with the ωB97M-V functional and the def2-TZVPD basis.

Net charge   -1
Energy   -1073.8549 Eh
Max |F|   2.02 eV Å⁻¹
Kohn-Sham gap   7.69 eV
Relative energy (zero: lowest compared OMol25 entry of this formula, charge and spin)   0.000 eV

XYZ file:
```
36
Properties=species:S:1:pos:R:3:nbo_charge:R:1
C 2.35788 1.39576 0.76158 -0.39
H -3.78239 -0.64650 1.32429 0.48
H 3.30252 1.39288 -1.15141 0.20
H -1.20769 2.65207 -1.03001 -0.47
H 3.37016 1.16096 1.09645 0.19
H 1.67724 0.52177 2.56224 0.19
O 1.66710 -2.52352 -2.53616 -0.54
H 1.21591 -0.43041 1.18341 0.20
O 2.67038 -1.01067 -1.20097 -0.55
C 2.19126 -3.31638 -0.46443 -0.27
C -0.07440 1.28002 1.61317 -0.40
F -1.40259 0.13988 -2.09566 -0.77
H 0.73460 -0.22461 -1.00680 0.22
C -3.90242 1.23411 -0.82985 -1.04
Al -1.83867 1.17729 -0.81277 1.61
H 1.82079 -2.43404 1.43581 0.21
H 1.59414 0.23750 -2.46911 0.20
H 2.71342 -4.23306 -0.72469 0.21
H -0.03715 2.29542 1.20960 0.20
C -1.23412 0.46801 0.98037 -1.01
C 1.51686 -3.18159 0.70921 -0.37
H 1.75187 2.19001 -1.20342 0.23
C 2.27451 1.33365 -0.77676 -0.43
C -4.37647 -0.07986 -0.40138 0.78
H -4.26698 2.01971 -0.16838 0.23
H -2.09925 0.55926 1.64964 0.20
C 1.70501 0.07671 -1.39738 -0.07
H -4.23802 1.39297 -1.85494 0.23
H -0.31511 1.38603 2.67653 0.18
O -4.57227 -1.03575 -1.10503 -0.61
C 2.17735 -2.23204 -1.48736 0.76
O -4.57454 -0.21005 0.98964 -0.77
H -0.98528 -0.60077 0.98229 0.20
C 1.31071 0.59560 1.53242 -0.41
H 0.65449 -3.79151 0.96335 0.21
H 2.20115 2.44112 1.04654 0.20
```

(2)
Below is a molecular structure, C11H19AuCl3GeN4O5S in a non-equilibrium geometry, with properties calculated with the ωB97M-V functional and the def2-TZVPD basis.

2S+1   4
⟨S²⟩   3.779
Net charge   +2
Energy   -5016.4636 Eh
Max |F|   1.59 eV Å⁻¹
Kohn-Sham gap (spin up / spin down)   7.20 / 4.91 eV
Relative energy (zero: lowest compared OMol25 entry of this formula, charge and spin)   0.508 eV

XYZ file:
```
45
Properties=species:S:1:pos:R:3:nbo_charge:R:1
H 5.89371 -1.00112 -1.87670 0.28
H -4.09886 0.96104 -2.63169 0.27
N 5.16100 1.61983 -0.84178 0.50
C 7.58347 -1.06203 2.64205 -0.63
H -2.01834 2.45827 -2.40739 0.24
H 7.69013 -2.39689 0.91835 0.25
C 2.65990 1.34667 -1.04809 0.16
Au -0.35598 0.48729 -1.45231 0.83
H 3.97601 -2.78523 -0.25109 0.25
Cl 1.53751 -2.26281 1.11578 -0.41
H 5.64974 -3.27096 -0.63307 0.28
O 6.24012 1.11751 -1.05065 -0.31
H 8.65748 -0.87951 2.70552 0.25
Ge 0.28832 -0.54598 1.67022 1.10
H 2.57592 -2.82725 -1.90690 0.28
N 3.89355 -0.45825 -1.54000 -0.33
H 2.02735 -1.94084 -3.33637 0.30
C 4.97940 -2.42673 -0.48504 -0.68
Cl 1.78277 1.01190 2.02904 -0.37
H 7.44125 -0.65870 0.50553 0.24
H -2.74119 0.43907 -3.62177 0.26
C 7.24902 -1.44754 1.22063 -0.60
C -3.07860 0.56681 -2.58912 -0.55
H -2.54042 1.76413 -0.84303 0.23
Cl -0.61519 -1.00152 3.57658 -0.29
O 4.75294 -0.42336 1.18563 -1.00
H -4.90639 -1.32749 -2.47183 0.43
H 7.35405 -1.85801 3.34715 0.25
H 2.34090 2.33871 -0.76799 0.29
H 4.69543 -2.07910 -2.57418 0.25
C -3.01499 -0.77980 -1.93069 0.70
C 2.01190 -1.95875 -2.23965 -0.72
C 4.94594 -1.48805 -1.69238 -0.24
C 3.97735 0.84204 -1.12853 0.43
H 0.97656 -2.06104 -1.92000 0.29
O 5.08471 -2.70296 2.10020 -0.90
H 7.07972 -0.14353 2.94001 0.23
O 4.94327 2.75190 -0.48923 -0.25
O -1.96594 -1.11834 -1.33259 -0.67
C -2.18631 1.54132 -1.85051 -0.50
H -4.00479 -2.51642 -1.60764 0.43
N 1.81818 0.38998 -1.42296 -0.58
S 5.43292 -1.70651 1.13775 2.15
N -4.05085 -1.59278 -2.01284 -0.73
C 2.56445 -0.70265 -1.71660 0.63
```

(3)
Below is 3 unconnected molecules or ions with the total composition C11H19BIO8 in a non-equilibrium geometry, with properties calculated with the ωB97M-V functional and the def2-TZVPD basis.

Net charge   -1
Energy   -1355.0787 Eh
Max |F|   1.65 eV Å⁻¹
Kohn-Sham gap   6.47 eV

XYZ file:
```
40
Properties=species:S:1:pos:R:3:nbo_charge:R:1
O -3.52033 -3.97208 0.60783 -0.50
C -0.86348 0.13382 -1.21589 -0.67
H -3.55391 -2.49918 2.08259 0.20
O 3.71085 1.31777 -1.36358 -0.50
H 5.54711 2.05423 -0.80190 0.17
H 0.02477 1.70160 0.14261 -0.12
H 5.23695 1.30510 1.46348 0.19
O -2.75798 -4.96415 -1.26566 -0.60
C 4.51785 0.92015 0.74089 -0.10
C -1.71645 -2.59858 0.93743 -0.11
O 1.70425 2.11774 -0.70414 -0.53
H -1.65903 2.11129 -1.52454 0.22
H -1.30272 1.64401 -4.29499 0.20
H -0.84576 -2.47463 1.57673 0.22
C -2.58956 -4.22502 -0.34688 0.97
C 0.25653 0.78112 2.35004 -0.08
H 4.32406 -0.13354 0.95838 0.19
C -1.05136 1.41309 -2.13259 -0.44
O -1.45141 -3.53596 -0.11676 -0.48
C -1.74214 1.03542 -3.48402 -0.49
H 5.50209 0.30183 -1.09571 0.19
H 0.22686 0.25209 3.33123 0.13
H -0.83645 2.74008 1.77508 0.16
C 4.94888 1.14564 -0.68451 -0.10
C -2.87699 -3.23350 1.64978 -0.10
H -0.04913 1.84380 -2.26912 0.23
C 2.79043 1.73285 -0.44276 0.96
H -1.97054 -1.63219 0.50159 0.23
H -1.78837 -0.47163 -1.36019 0.18
H -1.51526 -0.02137 -3.71584 0.21
I -3.90822 1.19835 -3.42107 0.00
O -1.74540 1.03399 1.16956 -0.74
O 3.29235 1.63780 0.81749 -0.48
B -0.60154 0.67586 0.30329 0.56
H 0.03873 -0.38958 -1.60278 0.20
O 0.27663 -0.08762 1.23808 -0.74
H -2.56103 -3.93095 2.43192 0.16
C -1.04356 1.72544 2.18692 -0.09
H -1.61783 1.93437 3.11347 0.14
H 1.17009 1.41252 2.46454 0.14
```

(4)
Below is a molecular structure, C11H19EuNS7 in a non-equilibrium geometry, with properties calculated with the ωB97M-V functional and the def2-TZVPD basis.

2S+1   8
⟨S²⟩   15.766
Energy   -3982.8841 Eh
Max |F|   3.98 eV Å⁻¹
Kohn-Sham gap (spin up / spin down)   5.15 / 5.74 eV

XYZ file:
```
39
Properties=species:S:1:pos:R:3:nbo_charge:R:1
H 2.91486 -1.23979 1.79684 0.20
C 0.57410 -2.54347 -1.05848 -0.24
Eu 0.42249 0.34372 0.81542 1.16
S -0.93544 2.12600 2.57202 -0.27
H 2.10240 1.10135 -3.38023 0.24
H 2.28082 -1.46154 -0.73703 0.38
H -0.24276 2.16423 -2.50256 0.25
H 0.93007 3.53281 -2.70386 0.22
H 0.30921 -0.41824 -2.64213 0.22
C 1.34805 -0.63209 -2.35875 -0.24
S -2.09969 0.61041 -0.54653 -0.35
N 1.31512 -1.26275 -1.02095 -0.65
H 1.65329 0.29560 3.37614 0.24
S -4.50558 2.06553 0.11986 0.44
H 3.25980 0.37663 -2.23669 0.23
H -2.24094 -3.55478 1.67273 0.22
C 2.88926 -0.14549 1.65760 -0.62
C 2.23458 0.67805 2.51681 -0.63
H 1.59184 -3.50840 0.59426 0.23
H -0.44698 -2.32258 -1.39569 0.22
S -6.35438 3.84251 1.64445 -0.09
H 3.54640 0.24207 0.85990 0.21
C -2.40476 2.22143 1.76853 -0.43
S 1.82233 1.93615 -1.17437 0.25
H 2.28593 1.77911 2.43705 0.24
H 1.03358 -3.22269 -1.79510 0.19
H 1.76031 -1.33886 -3.09727 0.19
H -0.07255 3.39823 -1.21739 0.26
H -2.21232 -2.36122 0.30768 0.25
C 2.20149 0.62799 -2.39790 -0.53
H -0.00643 -4.18870 0.19657 0.24
C -2.85895 1.63857 0.55968 -0.45
C 0.46159 2.83467 -1.99484 -0.74
S -0.17245 -2.36283 1.70161 0.25
C 0.56629 -3.25935 0.28498 -0.53
S -3.59052 3.24454 2.57545 0.45
H -2.47931 -1.80147 1.98437 0.26
C -4.92323 3.10393 1.45813 -0.57
C -1.95750 -2.53924 1.35970 -0.74
```

(5)
Below is 2 unconnected molecules or ions with the total composition C11H19FNO6 in a non-equilibrium geometry, with properties calculated with the ωB97M-V functional and the def2-TZVPD basis.

Net charge   -1
Energy   -1036.2443 Eh
Max |F|   1.88 eV Å⁻¹
Kohn-Sham gap   1.46 eV

XYZ file:
```
38
Properties=species:S:1:pos:R:3:nbo_charge:R:1
H -0.32079 -2.94199 1.78661 0.22
H -0.75079 -1.03738 -0.54700 0.24
F 2.96629 1.82177 -1.62858 -0.36
C -0.36050 -1.21215 0.45398 -0.08
H 0.13239 0.24837 -2.01643 0.21
O 1.85060 3.33513 -4.27139 -0.76
C -2.36594 -0.72521 3.25832 -0.37
N -1.02753 -0.17491 1.26740 -0.39
O -0.30338 -3.24328 -1.40980 -0.46
H 2.71060 -0.14815 -1.70390 0.13
H 1.38036 1.55076 0.47358 0.25
H 2.19422 0.72643 -3.13653 0.21
H 1.66791 -1.19502 -0.25743 0.25
O 0.21306 -3.43772 -0.11459 -0.27
H -1.60170 -2.43863 4.38352 0.19
C 0.81001 0.93787 -1.52465 -0.45
H -0.45667 0.01310 2.09890 0.43
O -1.64044 1.35059 -0.53805 -0.68
C -1.39208 -1.52811 3.83963 -0.57
C -0.58072 -2.67089 0.77182 -0.11
C -0.73972 1.07746 0.46390 0.27
C -2.39851 -0.38273 1.82064 -0.30
O 3.92648 4.11711 -4.52956 -0.75
H -0.80851 1.86950 1.21259 0.17
H -0.35028 -1.24302 3.73099 0.16
H -3.17094 -0.34053 3.87057 0.20
H -2.39959 1.78166 -0.11935 0.48
C 2.75863 4.23010 -4.08531 0.91
H -0.66004 -4.10189 -1.68079 0.47
C 1.05732 -0.63108 0.42454 -0.40
C 2.19908 0.75139 -2.05249 0.06
H -1.61429 -2.95687 0.59803 0.18
H 1.37393 -0.70473 1.46448 0.19
O 2.36398 5.24169 -3.39677 -0.72
H 0.51380 1.94392 -1.80510 0.27
H -3.02454 0.47878 1.62085 0.20
C 0.71748 0.84569 -0.00225 -0.26
H -2.86916 -1.20706 1.27966 0.20
```

(6)
Below is a molecular structure, C11H19HgO9S in a non-equilibrium geometry, with properties calculated with the ωB97M-V functional and the def2-TZVPD basis.

Net charge   +1
Energy   -1658.8749 Eh
Max |F|   2.42 eV Å⁻¹
Kohn-Sham gap   3.87 eV

XYZ file:
```
41
Properties=species:S:1:pos:R:3:nbo_charge:R:1
H 41.95847 14.55382 -14.80769 0.19
C 38.10915 19.02273 -19.46767 0.78
O 43.15616 17.41514 -14.06274 -0.67
C 38.77025 14.90169 -10.58553 -0.08
C 38.52956 18.71067 -14.41725 -0.27
H 42.42663 16.28967 -12.55424 0.22
O 37.39551 15.33891 -10.55870 -0.45
H 41.29940 16.57142 -13.94304 0.17
H 39.35983 19.01013 -17.72180 0.23
H 39.80554 17.82343 -18.98909 0.25
H 38.36431 19.63861 -14.96257 0.20
H 36.89659 19.10491 -16.84133 0.16
O 35.95807 16.15208 -12.02529 -0.70
H 38.11740 16.87604 -16.95416 0.21
C 42.32045 16.33232 -13.63350 -0.11
C 37.90514 14.88997 -12.81408 -0.54
O 42.17024 17.54719 -16.37182 -0.92
H 39.41495 15.78242 -10.55397 0.19
H 38.12030 15.77706 -13.42274 0.25
C 36.82092 18.46185 -17.72168 -0.08
C 37.85282 17.37161 -17.88632 -0.42
C 38.96021 14.20899 -11.92941 -0.43
C 42.81624 15.12185 -14.45316 -0.10
O 38.39714 19.37014 -20.56206 -0.52
H 37.51489 16.67613 -18.65102 0.23
O 44.64288 17.77701 -16.11358 -0.84
O 37.27955 18.15010 -14.09096 -0.79
H 38.95433 14.29144 -9.70692 0.23
H 38.66624 13.16065 -11.93694 0.23
S 43.39377 17.23941 -15.69126 2.52
O 36.83054 19.18512 -18.94697 -0.50
H 39.19734 18.85736 -13.56194 0.18
H 35.87725 17.93150 -17.55139 0.18
H 43.47130 14.53436 -13.81351 0.21
H 39.15132 18.01453 -14.99743 0.23
H 39.92482 14.28179 -12.42765 0.23
H 37.32396 14.14293 -13.34983 0.27
C 37.01301 15.58030 -11.82767 0.85
C 38.98769 18.28300 -18.44270 -0.52
Hg 35.25189 18.24996 -13.30069 1.41
O 43.51930 15.63837 -15.57049 -0.68
```

Repeat the third record exactly.
Below is 3 unconnected molecules or ions with the total composition C11H19BIO8 in a non-equilibrium geometry, with properties calculated with the ωB97M-V functional and the def2-TZVPD basis.

Net charge   -1
Energy   -1355.0787 Eh
Max |F|   1.65 eV Å⁻¹
Kohn-Sham gap   6.47 eV

XYZ file:
```
40
Properties=species:S:1:pos:R:3:nbo_charge:R:1
O -3.52033 -3.97208 0.60783 -0.50
C -0.86348 0.13382 -1.21589 -0.67
H -3.55391 -2.49918 2.08259 0.20
O 3.71085 1.31777 -1.36358 -0.50
H 5.54711 2.05423 -0.80190 0.17
H 0.02477 1.70160 0.14261 -0.12
H 5.23695 1.30510 1.46348 0.19
O -2.75798 -4.96415 -1.26566 -0.60
C 4.51785 0.92015 0.74089 -0.10
C -1.71645 -2.59858 0.93743 -0.11
O 1.70425 2.11774 -0.70414 -0.53
H -1.65903 2.11129 -1.52454 0.22
H -1.30272 1.64401 -4.29499 0.20
H -0.84576 -2.47463 1.57673 0.22
C -2.58956 -4.22502 -0.34688 0.97
C 0.25653 0.78112 2.35004 -0.08
H 4.32406 -0.13354 0.95838 0.19
C -1.05136 1.41309 -2.13259 -0.44
O -1.45141 -3.53596 -0.11676 -0.48
C -1.74214 1.03542 -3.48402 -0.49
H 5.50209 0.30183 -1.09571 0.19
H 0.22686 0.25209 3.33123 0.13
H -0.83645 2.74008 1.77508 0.16
C 4.94888 1.14564 -0.68451 -0.10
C -2.87699 -3.23350 1.64978 -0.10
H -0.04913 1.84380 -2.26912 0.23
C 2.79043 1.73285 -0.44276 0.96
H -1.97054 -1.63219 0.50159 0.23
H -1.78837 -0.47163 -1.36019 0.18
H -1.51526 -0.02137 -3.71584 0.21
I -3.90822 1.19835 -3.42107 0.00
O -1.74540 1.03399 1.16956 -0.74
O 3.29235 1.63780 0.81749 -0.48
B -0.60154 0.67586 0.30329 0.56
H 0.03873 -0.38958 -1.60278 0.20
O 0.27663 -0.08762 1.23808 -0.74
H -2.56103 -3.93095 2.43192 0.16
C -1.04356 1.72544 2.18692 -0.09
H -1.61783 1.93437 3.11347 0.14
H 1.17009 1.41252 2.46454 0.14
```

Among the records above, which one has the highest energy? C11H19FNO6

The lowest energy belongs to which entry? C11H19AuCl3GeN4O5S

The lowest energy belongs to which entry? C11H19AuCl3GeN4O5S